1.
Here is C58H64AsBrCl5N4O2RhSi as an isolated structure in a non-equilibrium geometry from the Open Molecules 2025 dataset. Energies are from ωB97M-V/def2-TZVPD.

As for the HOMO-LUMO gap (spin up / spin down): 0.2594 / 0.1747 hartree. Its energy above the lowest of the compared OMol25 structures with the same formula, charge and spin is 100.3 kJ/mol. The spin multiplicity is 5. As for the net charge: 0. The value obtained for the LUMO energy (spin up / spin down) is -0.430 / -2.735 eV.

Atoms and positions in Å:
Rh -0.39 -0.28 0.12
O 6.68 -1.12 -0.12
C 6.08 -0.52 -1.00
O 6.39 0.02 -2.05
C 4.51 -0.37 -0.68
C 3.72 0.45 -1.45
C 2.37 0.58 -1.12
N 1.87 -0.01 -0.04
C 2.62 -0.80 0.73
C 3.96 -1.03 0.40
C 1.96 -1.38 1.91
C 2.63 -2.21 2.81
C 1.95 -2.72 3.90
C 0.62 -2.37 4.08
C 0.02 -1.56 3.13
N 0.66 -1.08 2.08
C 1.40 1.32 -1.94
C 1.70 1.80 -3.22
C 0.70 2.42 -3.95
C -0.56 2.58 -3.38
C -0.76 2.08 -2.11
N 0.18 1.46 -1.42
H 4.16 0.96 -2.29
H 4.58 -1.70 0.98
H 3.68 -2.45 2.67
H 2.45 -3.36 4.61
H 0.06 -2.72 4.93
H -1.02 -1.27 3.22
H 2.68 1.68 -3.65
H 0.90 2.78 -4.95
H -1.36 3.06 -3.91
H -1.72 2.19 -1.61
Cl 0.58 -1.60 -2.33
C 0.33 -2.80 -1.11
C -0.55 -2.50 -0.07
C -0.85 -3.58 0.76
Cl -2.09 -3.46 1.95
C -0.23 -4.82 0.65
Cl -0.63 -6.10 1.73
C 0.75 -5.03 -0.31
Cl 1.64 -6.50 -0.37
C 1.01 -4.01 -1.23
Cl 2.18 -4.22 -2.47
C 0.79 4.49 6.85
C 0.42 4.32 5.40
C -0.66 4.98 4.85
C -1.08 4.75 3.55
C -2.31 5.49 3.09
C -0.38 3.84 2.74
As -0.86 3.17 0.91
N -1.44 1.45 1.28
C -2.22 0.99 2.26
C -2.86 -0.27 2.09
C -3.78 -0.75 2.98
C -4.12 0.00 4.11
C -3.48 1.21 4.33
C -2.56 1.70 3.43
C -2.45 4.28 0.32
C -3.79 3.91 0.24
C -4.29 2.57 0.71
C -4.73 4.80 -0.26
C -4.38 6.05 -0.73
C -5.43 7.01 -1.23
C -3.04 6.40 -0.70
C -2.08 5.54 -0.19
C -0.65 5.99 -0.18
C 0.78 3.24 3.26
C 1.66 2.31 2.48
C 1.15 3.48 4.58
H 0.09 5.16 7.34
H 1.79 4.89 6.95
H 0.76 3.53 7.35
H -1.23 5.67 5.46
H -2.83 5.91 3.94
H -2.99 4.84 2.56
H -2.04 6.30 2.41
H -2.61 -0.82 1.19
H -4.26 -1.70 2.82
H -4.86 -0.36 4.80
H -3.73 1.80 5.21
H -2.08 2.65 3.63
H -3.68 1.77 0.30
H -5.32 2.42 0.42
H -4.23 2.51 1.79
H -5.77 4.50 -0.26
H -6.35 6.48 -1.46
H -5.09 7.53 -2.12
H -5.65 7.76 -0.46
H -2.73 7.36 -1.08
H -0.57 7.02 -0.52
H -0.04 5.36 -0.84
H -0.23 5.91 0.82
H 1.26 2.08 1.49
H 1.78 1.37 3.03
H 2.65 2.75 2.36
H 2.02 2.97 4.97
C -7.22 -2.31 -2.37
C -6.06 -1.60 -1.68
C -5.45 -2.55 -0.63
C -6.61 -0.40 -0.90
Si -4.71 -1.03 -2.98
Br -2.90 -0.47 -1.67
C -4.03 -2.45 -4.14
C -2.62 -2.14 -4.67
C -3.91 -3.76 -3.36
C -4.97 -2.68 -5.33
C -5.06 0.68 -3.85
C -4.97 1.87 -2.88
C -6.46 0.70 -4.46
C -4.03 0.95 -4.96
H -7.99 -2.56 -1.64
H -6.91 -3.24 -2.83
H -7.68 -1.69 -3.13
H -6.18 -2.71 0.16
H -4.56 -2.13 -0.18
H -5.20 -3.52 -1.05
H -7.27 -0.76 -0.11
H -7.19 0.27 -1.53
H -5.80 0.15 -0.43
H -1.91 -2.03 -3.85
H -2.59 -1.24 -5.27
H -2.28 -2.97 -5.29
H -3.29 -3.64 -2.48
H -3.44 -4.52 -3.98
H -4.88 -4.14 -3.06
H -5.01 -1.80 -5.97
H -5.98 -2.90 -5.00
H -4.62 -3.51 -5.93
H -5.67 1.78 -2.06
H -5.20 2.79 -3.41
H -3.97 1.97 -2.47
H -7.22 0.57 -3.69
H -6.60 -0.09 -5.21
H -6.65 1.65 -4.95
H -3.01 0.87 -4.56
H -4.15 1.95 -5.35
H -4.15 0.25 -5.78

Results of the Mulliken charge analysis, in e, for atoms 1 through 8:
1 Rh 1.108
2 O -0.704
3 C 0.323
4 O -0.706
5 C -1.169
6 C -0.749
7 C 0.527
8 N 1.966

---

2.
Here is C58H65BBrF9N7P2SSiSr as an isolated structure from the Open Molecules 2025 dataset. Energies are from ωB97M-V/def2-TZVPD.

As for the HOMO-LUMO gap: 0.2255 hartree. Its energy above the lowest of the compared OMol25 structures with the same formula, charge and spin is 50.5 kJ/mol. As for the net charge: -1. The value obtained for the LUMO energy is 1.786 eV.

Atoms and positions in Å:
Sr 1.82 -0.27 0.33
C -0.03 -1.97 0.89
Si -0.56 -2.08 2.60
C -1.92 -0.77 2.88
N -1.63 0.48 2.16
C -0.80 1.44 2.90
C -1.62 2.60 3.51
C -3.02 2.13 3.88
C -3.78 1.68 2.63
C -2.80 1.12 1.58
C -1.33 -3.74 3.14
C -1.01 -4.42 4.32
C -1.59 -5.64 4.64
C -2.52 -6.21 3.78
C -2.85 -5.57 2.60
C -2.26 -4.35 2.29
C 0.88 -1.83 3.80
C 2.16 -2.24 3.41
C 3.27 -2.06 4.22
C 3.13 -1.45 5.45
C 1.87 -1.04 5.88
C 0.76 -1.23 5.06
H -0.89 -1.66 0.28
H 0.36 -2.92 0.51
H -2.14 -0.61 3.95
H -2.83 -1.22 2.46
H -0.04 1.86 2.24
H -0.27 0.90 3.68
H -1.69 3.41 2.78
H -1.09 3.00 4.38
H -3.57 2.92 4.40
H -2.94 1.30 4.59
H -4.33 2.52 2.19
H -4.53 0.92 2.89
H -2.44 1.94 0.95
H -3.30 0.42 0.91
H -0.28 -3.98 5.00
H -1.32 -6.14 5.56
H -2.97 -7.17 4.03
H -3.56 -6.02 1.91
H -2.48 -3.88 1.33
H 2.29 -2.71 2.43
H 4.25 -2.37 3.87
H 4.00 -1.28 6.08
H 1.76 -0.55 6.84
H -0.21 -0.90 5.41
B 3.52 -3.30 -0.85
N 2.89 -2.60 -2.10
C 2.97 -3.00 -3.38
C 2.20 -2.16 -4.15
C 1.67 -1.25 -3.23
N 2.09 -1.53 -2.00
N 4.55 -2.36 -0.15
C 5.83 -2.60 0.13
C 6.34 -1.55 0.87
C 5.25 -0.68 1.01
N 4.18 -1.17 0.39
H 2.63 -3.56 -0.06
H 4.11 -4.28 -1.23
H 3.57 -3.86 -3.64
H 2.04 -2.20 -5.22
H 1.01 -0.41 -3.40
H 6.30 -3.51 -0.22
H 7.33 -1.43 1.26
H 5.17 0.27 1.53
F -2.48 0.25 -7.73
C -2.33 -0.19 -6.48
C -2.72 -1.47 -6.16
F -3.25 -2.26 -7.09
C -2.58 -1.92 -4.86
F -3.02 -3.15 -4.60
C -2.02 -1.14 -3.86
P -1.67 -1.71 -2.13
C -1.42 -3.52 -2.25
C -2.42 -4.48 -2.14
C -2.08 -5.83 -2.10
C -0.75 -6.22 -2.18
C 0.25 -5.27 -2.29
C -0.09 -3.92 -2.31
C -3.33 -1.57 -1.37
C -3.56 -2.26 -0.18
C -4.72 -2.05 0.55
C -5.67 -1.15 0.10
C -5.45 -0.45 -1.08
C -4.29 -0.67 -1.82
C -1.66 0.17 -4.21
Br -1.03 1.40 -2.91
C -1.81 0.63 -5.51
F -1.49 1.88 -5.85
H -3.46 -4.18 -2.08
H -2.87 -6.57 -2.01
H -0.50 -7.27 -2.14
H 1.29 -5.56 -2.32
H 0.70 -3.17 -2.33
H -2.81 -2.95 0.20
H -4.87 -2.59 1.47
H -6.58 -0.98 0.67
H -6.19 0.26 -1.44
H -4.14 -0.11 -2.73
F 2.49 0.65 2.50
C 3.29 1.86 2.33
F 2.43 2.59 1.45
C 3.05 2.56 3.66
F 1.75 2.69 4.05
F 3.55 3.82 3.61
F 3.68 1.91 4.66
C 4.46 2.86 -0.91
P 3.30 1.74 -1.78
C 4.50 0.74 -2.74
C 2.60 2.85 -3.05
C 2.45 2.46 -4.37
C 1.81 3.28 -5.29
C 1.31 4.51 -4.90
C 1.46 4.92 -3.58
C 2.09 4.10 -2.66
H 5.05 3.44 -1.61
H 5.12 2.24 -0.30
H 3.92 3.51 -0.22
H 5.18 1.37 -3.31
H 3.99 0.04 -3.41
H 5.06 0.14 -2.03
H 2.82 1.49 -4.70
H 1.69 2.95 -6.32
H 0.81 5.15 -5.61
H 1.06 5.88 -3.25
H 2.18 4.42 -1.63
C 0.77 5.67 2.60
C 1.13 5.54 1.13
N 0.01 5.87 0.25
C -0.78 4.96 -0.35
S -0.44 3.32 -0.34
N -1.86 5.49 -1.00
C -2.90 4.70 -1.64
C -4.02 4.32 -0.68
H 1.62 5.40 3.23
H -0.05 5.00 2.85
H 0.48 6.69 2.86
H 1.43 4.52 0.91
H 1.97 6.20 0.88
H -0.33 6.82 0.31
H -2.09 6.44 -0.78
H -2.43 3.80 -2.02
H -3.27 5.27 -2.49
H -3.62 3.73 0.15
H -4.77 3.72 -1.19
H -4.51 5.21 -0.27

Results of the Mulliken charge analysis, in e, for atoms 1 through 8:
1 Sr 1.320
2 C -0.699
3 Si -0.598
4 C -0.581
5 N 1.600
6 C 0.697
7 C -0.201
8 C -1.282

---

3.
Here is a 7-piece molecular cluster, C58H67BBr2Cl2F9N4O3S overall in a non-equilibrium geometry from the Open Molecules 2025 dataset. Energies are from ωB97M-V/def2-TZVPD.

As for the HOMO-LUMO gap: 0.2841 hartree. As for the net charge: +1. The value obtained for the LUMO energy is -2.911 eV.

Atoms and positions in Å:
C -1.80 0.12 -5.13
C -2.38 -0.46 -3.75
C -1.23 -1.30 -2.97
O -1.11 -0.86 -1.58
C -0.18 -1.74 -0.89
N -0.40 -1.77 0.57
C -1.64 -1.21 1.01
N -2.83 -1.80 0.79
C -3.02 -3.06 0.07
Br -3.98 -2.92 -1.68
C -2.61 -4.33 0.51
C -1.86 -4.51 1.90
Br -3.03 -5.89 -0.64
N -1.65 -0.02 1.77
C -0.36 0.65 2.00
B -0.52 1.93 3.03
N -1.71 2.15 3.89
O 0.49 2.98 3.12
C 0.09 1.30 0.63
Cl 1.74 1.22 -0.17
C -0.80 2.08 -0.15
C -0.36 2.74 -1.56
Cl -2.51 2.48 0.29
C 0.63 -0.49 2.62
C 2.02 0.20 2.99
C 3.35 -0.61 2.66
O 4.46 0.19 3.20
C 4.98 1.07 2.20
C 6.33 1.73 2.77
F 6.22 2.01 4.13
F 7.41 0.84 2.58
F 6.67 2.89 2.04
C -0.13 -1.19 3.86
C 0.61 -1.41 5.24
C 2.02 -2.10 5.30
C 0.59 -0.11 6.23
C 0.79 -1.55 1.41
S 1.34 -3.27 1.98
H -0.69 0.34 -5.02
H -1.92 -0.69 -5.92
H -2.42 1.05 -5.37
H -2.74 0.34 -3.02
H -3.21 -1.20 -4.02
H -1.53 -2.39 -3.06
H -0.22 -1.17 -3.49
H 0.85 -1.48 -1.25
H -0.42 -2.79 -1.29
H -3.68 -1.33 1.15
H -0.87 -5.00 1.69
H -1.80 -3.48 2.37
H -2.47 -5.25 2.51
H -2.31 0.01 2.55
H -1.38 2.72 4.69
H -2.09 1.27 4.27
H 0.22 3.61 2.40
H -0.01 1.97 -2.30
H 0.55 3.40 -1.30
H -1.15 3.45 -1.95
H 2.11 0.49 4.10
H 2.19 1.22 2.47
H 3.53 -0.65 1.52
H 3.40 -1.67 3.03
H 4.30 1.94 1.94
H 5.28 0.55 1.23
H -1.07 -0.60 4.18
H -0.60 -2.20 3.58
H -0.09 -2.13 5.81
H 2.14 -2.51 6.37
H 2.83 -1.30 5.23
H 2.20 -2.99 4.63
H -0.38 -0.12 6.83
H 1.42 -0.32 6.99
H 0.73 0.87 5.67
H 1.66 -1.28 0.71
H 2.50 -3.61 1.30
F 0.23 1.92 -4.80
C 0.74 2.67 -5.80
C 2.06 2.51 -6.17
C 2.59 3.28 -7.20
C 1.78 4.21 -7.85
C 0.45 4.36 -7.47
C -0.08 3.59 -6.44
H 2.68 1.78 -5.64
H 3.62 3.15 -7.50
H 2.19 4.81 -8.65
H -0.18 5.09 -7.97
H -1.11 3.69 -6.14
F -2.25 -3.69 -4.71
C -2.89 -4.74 -5.26
C -3.67 -5.55 -4.46
C -4.33 -6.64 -5.03
C -4.19 -6.90 -6.39
C -3.40 -6.07 -7.18
C -2.74 -4.98 -6.62
H -3.76 -5.34 -3.40
H -4.95 -7.28 -4.42
H -4.70 -7.75 -6.83
H -3.29 -6.28 -8.24
H -2.13 -4.33 -7.22
F -0.52 4.90 1.41
C 0.01 6.13 1.29
C 0.15 6.69 0.03
C 0.69 7.97 -0.09
C 1.10 8.66 1.04
C 0.96 8.09 2.30
C 0.41 6.82 2.43
H -0.17 6.13 -0.84
H 0.79 8.42 -1.07
H 1.52 9.65 0.94
H 1.29 8.63 3.18
H 0.29 6.36 3.40
F -1.69 5.73 -8.72
C -1.72 6.83 -9.49
C -2.91 7.52 -9.64
C -2.94 8.66 -10.44
C -1.78 9.10 -11.07
C -0.59 8.40 -10.91
C -0.55 7.26 -10.11
H -3.80 7.16 -9.15
H -3.87 9.21 -10.56
H -1.81 9.99 -11.69
H 0.31 8.74 -11.41
H 0.37 6.71 -9.97
F 3.99 -1.60 7.28
C 4.43 -1.17 8.48
C 3.84 -1.67 9.63
C 4.30 -1.23 10.87
C 5.33 -0.29 10.94
C 5.90 0.20 9.77
C 5.45 -0.24 8.53
H 3.04 -2.39 9.56
H 3.85 -1.62 11.78
H 5.68 0.05 11.91
H 6.70 0.93 9.83
H 5.90 0.12 7.62
F -1.81 -6.95 3.32
C -2.45 -8.12 3.53
C -2.21 -8.83 4.69
C -2.88 -10.03 4.91
C -3.77 -10.50 3.95
C -4.00 -9.78 2.79
C -3.34 -8.57 2.58
H -1.50 -8.44 5.42
H -2.70 -10.59 5.82
H -4.29 -11.44 4.12
H -4.69 -10.15 2.04
H -3.51 -7.99 1.68

Results of the Mulliken charge analysis, in e, for atoms 1 through 8:
1 C -0.867
2 C -0.365
3 C -0.598
4 O 0.209
5 C -0.931
6 N 1.825
7 C -1.013
8 N 0.305

---

| no. | electronic energy (hartree) |
| --- | --- |
| 1 | -10128.8380 |
| 2 | -7531.3832 |
| 3 | -10084.9167 |